[1]
{
  "formula": "C4H9INO",
  "method": "ωB97M-V with the def2-TZVPD basis set",
  "e_tot_ev": -15922.6165,
  "homo_ev": -12.91,
  "gap_ev": 7.60,
  "charge": 1,
  "e_lumo_ev": -5.3,
  "symbols": ["C", "C", "C", "C", "N", "O", "I", "H", "H", "H", "H", "H", "H", "H", "H", "H"],
  "positions_angstrom": [[0.8783, 0.2807, 0.4761], [1.0103, -1.9958, -0.4897], [1.2845, -0.5470, -0.5011], [-1.3420, 1.1575, -0.6255], [-1.4769, 2.1148, 0.2286], [0.3239, -0.0895, 1.6827], [-2.4389, -0.6403, -0.4840], [1.0465, 1.2915, 0.6053], [0.0941, -1.8170, 0.2261], [0.8063, -2.4143, -1.4432], [1.8780, -2.5301, -0.0862], [1.7177, -0.0541, -1.3773], [-1.1985, 1.3775, -1.6701], [0.3369, -1.0293, 2.0371], [-1.8151, 1.8292, 1.2331], [-1.1050, 3.0662, 0.1883]]
}

[2]
{
  "formula": "C4H9IOPS",
  "method": "ωB97M-V with the def2-TZVPD basis set",
  "e_tot_ev": -34555.8643,
  "homo_ev": -12.64,
  "gap_ev": 6.80,
  "charge": 1,
  "e_lumo_ev": -5.8,
  "symbols": ["C", "C", "C", "C", "O", "P", "S", "I", "H", "H", "H", "H", "H", "H", "H", "H", "H"],
  "positions_angstrom": [[-0.6901, 0.4932, 1.7893], [-1.8832, 1.0469, 2.0745], [0.3229, -1.3320, -1.7809], [-0.5284, -0.2826, -1.2089], [1.6449, 0.8051, -0.3791], [0.0891, 1.2269, -0.4272], [3.0917, 1.2688, 0.2944], [4.3289, -0.7470, 0.0074], [0.1925, 0.9953, 2.2300], [-0.6477, -0.3570, 1.2638], [-2.8305, 0.5872, 1.9565], [-1.9825, 1.9263, 2.6393], [-0.5230, -2.1026, -2.0665], [0.8608, -1.0528, -2.7659], [1.0155, -1.7474, -0.9934], [-1.3993, -0.7226, -0.5501], [-1.0616, -0.0059, -2.0832]]
}

[3]
{
  "formula": "C4H9LuNaO4",
  "method": "ωB97M-V with the def2-TZVPD basis set",
  "e_tot_ev": -50512.3644,
  "homo_ev": -11.57,
  "gap_ev": 6.17,
  "charge": 1,
  "e_lumo_ev": -5.4,
  "symbols": ["O", "Lu", "O", "C", "O", "C", "C", "O", "C", "Na", "H", "H", "H", "H", "H", "H", "H", "H", "H"],
  "positions_angstrom": [[0.4795, 0.9448, -1.0341], [2.1096, -0.0209, -0.5462], [1.9486, -1.7467, 0.4438], [0.8384, -2.1000, 1.1301], [-0.3389, -1.3425, 0.8174], [-0.8293, -1.4304, -0.5486], [-2.2810, -1.0381, -0.3499], [-2.3406, 0.3419, -0.0048], [-3.6412, 0.8621, 0.1384], [-0.4263, 1.0801, 1.0456], [0.9934, -1.8998, 2.2094], [0.5737, -3.1550, 0.8980], [-0.8108, -2.4870, -0.8706], [-0.5853, -0.2388, -1.5762], [-2.7171, -1.5732, 0.5150], [-2.7746, -1.1750, -1.3280], [-3.5463, 1.9452, 0.2860], [-4.2314, 0.6996, -0.7780], [-4.1202, 0.4033, 1.0193]]
}